{
  "formula": "C47H98InN5O7",
  "method": "the ωB97M-V functional and the def2-TZVPD basis",
  "energy_ev": -77246.845,
  "gap_ha": [0.1324, 0.1154],
  "lumo_ev": [-9.7775, -10.2393],
  "multiplicity": 2,
  "charge": 3,
  "species": ["In", "C", "C", "O", "O", "H", "H", "H", "C", "C", "C", "C", "C", "C", "N", "O", "C", "C", "C", "H", "H", "H", "H", "H", "H", "H", "H", "H", "H", "H", "H", "H", "H", "H", "H", "H", "H", "H", "C", "C", "C", "C", "C", "C", "N", "O", "C", "C", "C", "H", "H", "H", "H", "H", "H", "H", "H", "H", "H", "H", "H", "H", "H", "H", "H", "H", "H", "H", "C", "C", "C", "C", "C", "C", "N", "O", "C", "C", "C", "H", "H", "H", "H", "H", "H", "H", "H", "H", "H", "H", "H", "H", "H", "H", "H", "H", "H", "H", "C", "C", "C", "C", "C", "C", "N", "O", "C", "C", "C", "H", "H", "H", "H", "H", "H", "H", "H", "H", "H", "H", "H", "H", "H", "H", "H", "H", "H", "H", "C", "C", "C", "C", "C", "C", "N", "O", "C", "C", "C", "H", "H", "H", "H", "H", "H", "H", "H", "H", "H", "H", "H", "H", "H", "H", "H", "H", "H", "H"],
  "xyz": [[1.101050, -3.986249, 2.214788], [-0.393410, 0.077641, -0.111142], [0.863580, -0.300659, 0.582748], [1.112740, -1.487859, 0.566748], [1.614210, 0.511241, 1.226208], [-0.192560, 0.804711, -0.897992], [-1.047530, 0.543761, 0.625718], [-1.023690, -0.744219, -0.450842], [1.566070, -7.400849, 0.191468], [1.952860, -6.932449, -1.231982], [0.951880, -7.744989, -2.101372], [0.755880, -7.106449, -3.514382], [0.412920, -5.583109, -3.367772], [1.359690, -4.755729, -2.473342], [1.758980, -5.477079, -1.237112], [2.675220, -4.768619, -0.343542], [2.659290, -4.471189, -3.352002], [0.601480, -3.492489, -2.085802], [3.380400, -7.412449, -1.573932], [0.569580, -7.147979, 0.553638], [2.304040, -7.126009, 0.945098], [1.597700, -8.488909, 0.248258], [1.210340, -8.776689, -2.339892], [-0.007090, -7.805319, -1.586752], [-0.069670, -7.531539, -4.085242], [1.634930, -7.061259, -4.157292], [-0.556290, -5.366679, -2.918432], [0.289900, -5.027279, -4.297292], [3.327300, -5.239589, -3.741152], [2.328490, -3.900909, -4.220022], [3.473180, -3.869589, -2.947342], [1.333120, -2.938889, -1.497312], [0.485650, -2.878649, -2.979052], [-0.310920, -3.728559, -1.538182], [4.071090, -7.019069, -0.828072], [3.713530, -7.058929, -2.549712], [3.559530, -8.487509, -1.589862], [3.582700, -4.992829, -0.562202], [0.434540, 3.808771, 0.962618], [-0.592050, 4.588761, 1.991758], [-1.997430, 3.898191, 1.961068], [-2.874080, 4.051631, 3.173398], [-1.963010, 3.786741, 4.517288], [-0.738530, 4.736741, 4.550018], [0.049960, 4.608511, 3.342478], [1.296870, 5.226811, 3.327988], [-1.170600, 6.194371, 4.789058], [0.166010, 4.341301, 5.805698], [-0.760620, 6.038131, 1.431968], [0.572840, 2.777581, 1.287608], [1.488450, 4.086081, 0.941228], [0.126560, 3.798481, -0.082922], [-2.496410, 4.382721, 1.121818], [-1.796890, 2.906571, 1.555408], [-3.808500, 3.492961, 3.226798], [-3.291150, 5.048531, 3.316018], [-1.495080, 2.805351, 4.594928], [-2.514030, 3.813171, 5.457378], [-1.751460, 6.443121, 3.900908], [-1.888550, 6.431511, 5.574178], [-0.275490, 6.811161, 4.708668], [0.760690, 3.437131, 5.675548], [0.882670, 5.152111, 5.936398], [-0.434600, 4.359221, 6.715108], [0.030160, 6.728891, 1.724568], [-1.646030, 6.608851, 1.712018], [-0.742770, 6.021921, 0.342228], [1.883250, 4.520951, 3.609978], [4.483200, -1.184509, -1.406152], [4.721450, 0.124921, -2.182232], [3.402940, 0.296071, -3.105792], [2.952720, 1.720551, -3.488732], [3.029130, 2.717291, -2.252752], [4.432270, 2.607931, -1.531952], [4.710460, 1.194711, -1.150612], [5.786600, 1.033611, -0.359182], [5.535940, 3.249671, -2.291112], [4.253230, 3.368121, -0.202552], [5.997020, 0.009101, -2.948272], [4.253590, -1.877819, -2.215292], [3.633140, -1.372989, -0.750422], [5.327580, -1.677149, -0.924032], [3.536710, -0.112659, -4.107362], [2.558810, -0.204379, -2.631352], [1.896340, 1.679681, -3.754242], [3.433410, 2.127621, -4.378292], [2.207360, 2.704461, -1.536762], [2.804060, 3.656681, -2.757722], [6.538310, 2.961361, -1.974532], [5.444480, 2.833791, -3.294502], [5.365220, 4.323731, -2.217992], [3.661460, 4.275661, -0.322042], [3.627510, 2.867991, 0.536668], [5.166490, 3.636821, 0.328348], [6.860730, 0.123291, -2.293252], [6.080500, 0.749771, -3.743592], [6.004070, -0.932249, -3.497742], [6.501890, 1.097521, -0.996272], [-2.540760, -0.448129, -3.566232], [-2.872270, 0.904611, -4.307422], [-3.966180, 1.480301, -3.395632], [-4.407520, 2.914211, -3.742982], [-3.137390, 3.793931, -3.601182], [-1.904930, 3.335431, -4.373552], [-1.718510, 1.857291, -4.188782], [-0.558960, 1.447391, -4.799592], [-2.023480, 3.920891, -5.867672], [-0.699710, 4.069131, -3.732502], [-3.310550, 0.656021, -5.707922], [-2.054200, -0.471459, -2.591142], [-3.403360, -0.999809, -3.192482], [-2.027090, -1.172999, -4.197752], [-4.925610, 0.964641, -3.354622], [-3.668690, 1.478771, -2.347022], [-4.841300, 2.878261, -4.742302], [-5.167630, 3.400831, -3.131802], [-3.107830, 3.751401, -2.512412], [-3.332720, 4.812071, -3.937832], [-1.321810, 3.623371, -6.646932], [-2.069920, 5.008501, -5.922832], [-2.934130, 3.680551, -6.416352], [-0.680480, 5.140481, -3.932382], [0.173490, 3.690101, -4.263502], [-0.579850, 3.854961, -2.670492], [-3.939340, -0.234079, -5.686792], [-3.700030, 1.500221, -6.276882], [-2.511490, 0.223961, -6.310362], [0.004530, 1.070321, -4.119952], [-1.901470, -4.587399, 6.021848], [-2.834200, -3.370279, 5.670858], [-3.166660, -2.498559, 6.877418], [-3.824440, -1.122739, 6.481618], [-2.952940, -0.298569, 5.511028], [-2.374000, -1.164679, 4.234618], [-2.089310, -2.530559, 4.687008], [-1.629070, -3.288149, 3.635808], [-3.410860, -1.093239, 3.129888], [-1.179740, -0.314349, 3.693608], [-4.161440, -3.920699, 5.217658], [-1.913620, -5.258829, 5.163288], [-2.412190, -5.021789, 6.881248], [-0.884830, -4.338539, 6.326178], [-3.830450, -2.921649, 7.631388], [-2.301300, -2.296489, 7.508618], [-3.927570, -0.553849, 7.405648], [-4.805250, -1.396539, 6.092838], [-2.133860, 0.198151, 6.031098], [-3.611400, 0.478331, 5.122488], [-3.817210, -0.102869, 2.924588], [-2.969790, -1.430269, 2.191818], [-4.265110, -1.763379, 3.226138], [-0.327680, -0.644269, 4.287948], [-1.040930, -0.535599, 2.635368], [-1.302210, 0.714791, 4.031188], [-4.574400, -4.401289, 6.104558], [-4.006810, -4.624789, 4.400068], [-5.023080, -3.288379, 5.003558], [-2.407940, -3.486439, 3.110798]],
  "forces_ev_per_a": [[-0.02, 0.58, -0.57], [-1.40, 1.22, 0.05], [1.95, 1.74, 2.09], [0.46, -4.34, -0.15], [-1.45, 0.77, -1.37], [-0.16, 0.12, -0.19], [0.04, 0.56, 0.07], [0.65, -0.29, -0.34], [1.06, -0.81, 0.58], [-0.30, -1.94, 1.14], [-0.57, 1.45, -2.23], [-0.67, 2.32, 0.48], [-0.41, -0.37, 1.24], [2.50, -0.83, -0.83], [-1.23, -0.08, 0.00], [-1.43, -0.34, -0.81], [-0.12, 1.21, -0.27], [2.11, 0.26, -0.15], [0.38, 0.73, 0.10], [-0.05, 0.46, -0.44], [0.06, 0.44, 0.06], [0.00, -0.19, -0.27], [0.71, 0.02, 0.80], [-0.15, 0.25, -0.14], [0.19, -0.41, 0.11], [0.28, -0.81, 0.20], [-0.43, -0.90, 0.23], [0.56, -0.29, -0.37], [-1.02, -1.03, 0.03], [0.00, 0.01, -0.24], [-0.45, 0.62, 0.95], [-0.54, 0.32, 0.59], [-0.64, -0.07, -0.13], [0.10, 0.21, -0.13], [0.26, 0.04, 0.04], [-0.12, 0.12, -0.04], [-0.57, -0.03, 0.22], [0.36, -0.25, -0.45], [-0.25, -0.34, 1.50], [0.97, -0.22, -1.76], [0.62, 0.25, -1.11], [1.14, -0.34, 3.21], [-0.16, -0.09, -1.84], [-0.18, -1.20, 3.35], [-0.57, 1.61, -1.39], [-1.73, -0.72, -0.10], [0.00, 0.63, -2.46], [0.19, 1.09, -1.03], [0.60, 1.05, 0.29], [-0.57, -0.43, 0.01], [-0.20, 1.10, 0.33], [-0.63, 0.25, 0.24], [-0.03, 0.13, -0.12], [-0.37, -0.50, 0.82], [0.44, -0.74, -0.41], [0.47, 0.39, -0.39], [-0.38, -0.45, -0.72], [-0.12, 0.72, -0.16], [-0.04, 0.33, -0.12], [0.71, -0.62, 0.60], [-0.21, 0.30, 0.68], [-0.45, -0.30, 0.07], [0.10, 0.02, 0.06], [-0.11, -0.40, -0.23], [0.42, -0.33, 0.01], [-0.40, -0.67, 0.27], [-0.03, -0.35, 0.07], [0.77, -0.28, 0.44], [-0.01, -1.95, -0.71], [-4.12, -0.88, 0.61], [0.60, 0.90, -0.38], [-0.38, 0.38, 2.29], [0.73, -0.86, -1.80], [-3.40, 1.31, 2.83], [1.82, 0.14, -2.63], [-1.13, 0.83, 1.06], [0.62, -1.05, -1.34], [-0.46, 0.35, 1.19], [0.63, 0.91, -0.96], [0.03, -0.21, -0.22], [-0.26, 1.19, 0.20], [0.44, 0.72, 0.05], [0.49, -0.97, 0.37], [0.26, -0.14, 0.20], [-0.06, -0.12, -0.15], [0.38, 0.02, 0.26], [0.10, -1.03, 0.19], [1.05, 0.68, 0.43], [-0.01, 0.40, 0.39], [0.23, 0.77, -0.44], [0.27, -0.13, -0.31], [0.38, 0.28, -0.67], [0.09, -0.81, -0.16], [0.19, -0.09, -0.35], [0.27, -0.59, -0.34], [-0.01, 0.28, 0.13], [0.15, -0.19, 0.51], [1.08, -0.27, 0.05], [0.52, -0.92, -0.35], [-0.72, -1.17, 3.77], [-1.84, 1.89, 0.74], [1.25, 0.23, -1.22], [-2.01, -0.49, -0.37], [-0.10, 1.93, 0.62], [0.07, 0.82, -2.93], [-1.00, 0.40, 0.36], [-0.61, -1.06, -0.97], [0.90, -0.99, -0.79], [0.83, -0.81, -1.52], [0.83, 1.14, -0.15], [-0.85, 0.45, -0.87], [0.21, 0.19, -0.16], [0.46, -1.01, -0.60], [0.54, -0.14, 0.05], [0.14, 0.28, -0.23], [-0.06, -0.67, 0.34], [1.27, 0.45, 0.10], [0.03, 0.05, 0.29], [0.84, -0.29, 0.74], [0.42, 0.04, 0.94], [-0.57, -0.50, 0.72], [-0.55, -0.12, 0.16], [0.35, 0.09, 0.18], [-0.21, 0.07, 0.03], [-0.78, 0.49, 0.21], [-0.32, -0.15, 0.40], [0.54, 0.38, 0.02], [0.29, -0.65, 0.43], [-1.38, 0.89, 0.13], [0.53, 1.00, 0.31], [0.49, 1.86, 0.72], [1.32, -1.20, 0.21], [-0.38, -1.73, -0.91], [-1.84, 2.20, 1.80], [0.96, 1.44, 1.29], [0.56, -0.64, -1.12], [-0.76, -0.89, -1.00], [0.12, -1.87, 1.60], [-0.74, -0.88, -0.14], [0.17, -0.20, 0.31], [0.22, -0.53, -0.08], [-0.12, 0.32, -0.21], [-0.27, -0.71, -0.52], [0.56, 0.14, -0.37], [-0.35, 0.02, -0.05], [-0.07, 0.59, -0.20], [0.15, -0.28, 0.12], [0.25, 0.20, -0.32], [0.22, 0.15, 0.25], [0.24, 0.07, -0.26], [-0.19, 0.03, 0.55], [0.46, -0.10, -0.33], [0.30, 0.59, 0.13], [-0.28, 0.14, -0.87], [0.21, -0.87, -0.21], [-0.40, -0.25, 0.03], [0.59, 0.75, -0.50], [-0.33, -0.33, -0.55]],
  "mulliken_spin": [0.00, 0.00, 0.00, 0.00, 0.00, 0.00, 0.00, 0.00, 0.00, 0.00, 0.00, 0.00, 0.00, 0.00, 0.00, 0.00, 0.00, 0.00, 0.00, 0.00, 0.00, 0.00, 0.00, 0.00, 0.00, 0.00, 0.00, 0.00, 0.00, 0.00, 0.00, 0.00, 0.00, 0.00, 0.00, 0.00, 0.00, 0.00, 0.05, -0.02, 0.01, -0.01, 0.05, -0.03, 0.68, 0.06, 0.11, 0.04, 0.09, -0.01, 0.00, 0.00, 0.00, 0.00, 0.00, 0.00, -0.03, 0.00, -0.01, 0.00, 0.00, 0.00, 0.00, 0.00, 0.00, 0.00, 0.00, 0.01, -0.03, -0.04, -0.01, 0.02, -0.02, -0.02, -0.66, -0.04, -0.08, -0.03, -0.06, 0.00, 0.00, 0.00, 0.00, 0.01, -0.01, 0.00, 0.01, 0.00, 0.00, 0.00, 0.00, 0.00, 0.01, 0.00, 0.00, 0.00, 0.00, -0.03, 0.02, 0.02, 0.01, -0.01, 0.01, 0.01, 0.68, 0.09, 0.07, 0.02, 0.07, 0.00, 0.00, 0.00, 0.00, -0.01, 0.00, 0.00, -0.01, 0.00, 0.00, 0.00, 0.00, 0.00, 0.00, 0.01, 0.00, 0.00, 0.00, 0.02, 0.00, 0.00, 0.00, 0.00, 0.00, 0.00, 0.00, 0.00, 0.00, -0.01, 0.00, 0.00, 0.00, 0.00, 0.00, 0.00, 0.00, 0.00, 0.00, 0.00, 0.00, 0.00, 0.00, 0.00, 0.00, 0.00, 0.00, 0.00, 0.00, 0.00]
}